C6H8NO2S | ωB97M-V/def2-TZVPD

Element x y z (Å)
C  -1.648  -1.475  0.105
C  -2.450  0.775  0.106
C  -0.007  -0.704  0.924
C  0.549  0.280  -0.090
C  1.095  -0.452  -1.310
C  1.586  1.232  0.593
N  -2.564  -0.549  0.021
O  -1.545  -2.568  -0.377
O  -3.277  1.581  0.451
S  -0.870  1.496  -0.640
H  -0.255  -0.200  1.963
H  0.784  -1.506  1.082
H  0.113  -1.113  -1.679
H  2.014  -1.150  -1.074
H  1.305  0.240  -2.226
H  2.028  1.817  -0.225
H  2.131  0.410  1.030
H  1.009  1.886  1.345

**Energy relative to the best compared isomer or geometry (same formula, charge and spin)**: 98.8 kJ/mol
**Total charge**: -1
**Spin multiplicity**: 1
**HOMO-LUMO gap**: 0.28635 Ha
**Energy**: -22772.0524 eV
**Lowest unoccupied orbital energy**: 3.42 eV

=====

C5H10N3P | ωB97M-V/def2-TZVPD

Element x y z (Å)
C  -1.237  -1.359  0.132
C  -0.578  -0.243  -0.711
C  -0.130  -0.748  -2.124
C  0.615  0.308  0.057
N  1.887  -0.053  -0.104
N  2.575  0.459  0.819
N  1.850  1.172  1.759
C  0.588  1.156  1.325
P  -0.768  1.981  2.225
H  -0.597  -2.141  0.664
H  -2.130  -1.861  -0.342
H  -1.694  -0.859  0.973
H  -1.345  0.506  -0.835
H  0.577  -1.557  -2.134
H  0.577  -0.011  -2.589
H  -1.025  -0.895  -2.773
H  3.482  0.102  0.964
H  -1.623  1.081  1.536
H  -1.024  2.964  1.157

**SMILES string**: CC(C)c1n[nH]nc1P
**Energy relative to the best compared isomer or geometry (same formula, charge and spin)**: 76.5 kJ/mol
**Spin multiplicity**: 1
**HOMO-LUMO gap**: 0.38099 Ha
**Energy**: -19104.2565 eV
**Lowest unoccupied orbital energy**: 1.03 eV

=====

CH4INP2 | ωB97M-V/def2-TZVPD

Element x y z (Å)
C  -0.428  0.876  0.683
P  1.345  0.260  0.794
N  1.238  -1.179  0.184
P  2.078  -2.568  0.017
I  4.525  -2.316  0.056
H  -1.056  0.283  0.013
H  -0.137  1.726  -0.042
H  -1.000  1.164  1.534
H  1.861  -2.774  -1.297

**SMILES string**: C/P=N/PI
**Energy relative to the best compared isomer or geometry (same formula, charge and spin)**: 32.5 kJ/mol
**Spin multiplicity**: 1
**HOMO-LUMO gap**: 0.28605 Ha
**Energy**: -29269.6097 eV
**Lowest unoccupied orbital energy**: -0.70 eV

=====

C20H27NO4 | ωB97M-V/def2-TZVPD

Element x y z (Å)
C  -0.916  3.535  0.424
C  -1.597  2.618  1.586
O  -0.990  1.642  1.752
C  -0.879  0.601  0.805
O  0.004  0.725  -0.354
C  0.476  -0.233  -1.207
C  1.177  0.185  -2.382
O  1.121  -0.759  -3.442
N  1.204  1.459  -2.378
C  1.819  2.432  -3.307
C  2.385  1.575  -4.641
C  3.119  2.622  -5.497
C  3.152  3.924  -5.214
C  2.581  4.364  -4.197
C  1.878  3.695  -3.258
C  -0.074  -1.470  -0.967
C  -0.535  -1.977  0.385
C  0.132  -3.303  0.713
C  -0.256  -4.493  0.227
C  -0.566  -4.324  1.427
C  -0.393  -0.686  1.505
C  -1.507  -1.097  2.590
C  -0.706  -1.743  3.722
C  -1.631  -2.141  4.993
O  -2.455  -3.248  4.407
H  0.195  3.768  0.417
H  -1.131  3.018  -0.642
H  -1.545  4.462  0.299
H  -2.642  2.275  1.315
H  -1.543  3.233  2.463
H  -2.043  0.351  0.328
H  1.166  2.023  -1.498
H  2.136  0.648  -4.803
H  3.466  1.919  -6.463
H  3.592  4.613  -6.014
H  2.639  5.643  -3.913
H  1.603  4.039  -2.269
H  0.319  -2.265  -1.647
H  -1.781  -2.094  0.367
H  0.972  -3.102  1.292
H  0.434  -5.216  -0.267
H  -1.151  -4.481  -0.607
H  -1.854  -4.079  1.561
H  -0.392  -4.797  2.280
H  0.437  -0.893  1.731
H  -2.275  -1.601  2.538
H  -1.726  -0.070  3.066
H  -0.241  -2.622  3.397
H  0.226  -0.991  4.233
H  -2.335  -1.158  5.335
H  -0.967  -2.621  5.789
H  -2.100  -3.903  4.019

**SMILES string**: CCO[C@H]1OC(C(=O)Nc2ccccc2)=C[C@@H](C2CC2)[C@@H]1CCCO
**Energy relative to the best compared isomer or geometry (same formula, charge and spin)**: 2155.0 kJ/mol
**Spin multiplicity**: 1
**HOMO-LUMO gap**: 0.31059 Ha
**Energy**: -30837.9266 eV
**Lowest unoccupied orbital energy**: 0.01 eV

=====

C25H42N2O5OsP | ωB97M-V/def2-TZVPD

Element x y z (Å)
Os  -0.184  1.130  0.516
C  0.943  0.889  -0.726
C  1.898  0.606  -1.763
C  2.917  -0.331  -1.567
C  3.821  -0.595  -2.582
C  3.724  0.071  -3.798
C  2.715  1.005  -3.996
C  1.804  1.274  -2.987
H  2.981  -0.839  -0.612
H  4.606  -1.325  -2.426
H  4.432  -0.139  -4.589
H  2.637  1.526  -4.942
H  1.012  1.999  -3.128
C  -2.207  -0.827  -1.726
C  -1.776  -1.358  -0.356
C  -0.515  -2.214  -0.497
C  -2.891  -2.207  0.259
O  -1.570  -0.302  0.542
H  -2.363  -1.639  -2.442
H  -1.437  -0.157  -2.114
H  -3.133  -0.257  -1.629
H  -0.707  -3.084  -1.133
H  -0.177  -2.541  0.487
H  0.284  -1.627  -0.950
H  -3.135  -3.066  -0.373
H  -3.787  -1.596  0.388
H  -2.572  -2.562  1.240
C  2.107  1.051  6.107
C  1.770  1.074  4.623
C  1.402  2.482  4.175
C  2.932  0.530  3.799
O  0.631  0.192  4.511
P  -0.203  -0.071  3.153
O  -0.928  1.183  2.734
O  0.666  -0.625  2.067
O  -1.187  -1.209  3.684
C  -2.155  -1.116  4.749
C  -3.289  -2.031  4.306
C  -1.506  -1.641  6.024
C  -2.674  0.303  4.948
H  2.983  1.672  6.306
H  2.319  0.030  6.428
H  1.267  1.432  6.691
H  2.244  3.157  4.347
H  0.532  2.845  4.725
H  1.147  2.486  3.117
H  3.818  1.147  3.964
H  2.681  0.530  2.740
H  3.154  -0.496  4.097
H  -2.901  -3.030  4.104
H  -3.740  -1.646  3.391
H  -4.053  -2.097  5.083
H  -1.119  -2.648  5.856
H  -2.241  -1.678  6.832
H  -0.679  -0.997  6.321
H  -3.075  0.700  4.017
H  -1.880  0.970  5.283
H  -3.460  0.287  5.707
N  -0.451  2.916  0.392
C  -0.874  4.075  0.102
N  -0.330  5.172  0.712
C  0.891  5.117  1.504
C  2.100  5.511  0.660
C  1.887  6.884  0.022
C  0.576  6.914  -0.762
C  -0.586  6.471  0.124
H  1.002  4.107  1.888
H  0.796  5.802  2.357
H  2.232  4.756  -0.121
H  3.005  5.505  1.275
H  2.731  7.147  -0.621
H  1.845  7.642  0.815
H  0.639  6.225  -1.610
H  0.385  7.915  -1.162
H  -1.511  6.397  -0.444
H  -0.730  7.209  0.927

**Energy relative to the best compared isomer or geometry (same formula, charge and spin)**: 35.8 kJ/mol
**Total charge**: -1
**Spin multiplicity**: 1
**HOMO-LUMO gap**: 0.23823 Ha
**Energy**: -51583.7490 eV
**Lowest unoccupied orbital energy**: 2.81 eV

=====

C19H27N4OPPdSe2 | ωB97M-V/def2-TZVPD

Element x y z (Å)
Pd  -1.616  -0.580  -0.141
Se  0.529  -1.736  -0.921
P  1.173  -1.462  1.169
Se  -0.731  -1.001  2.130
C  2.291  -0.060  1.297
C  2.448  0.547  2.543
C  3.348  1.590  2.690
C  4.093  2.024  1.600
C  3.942  1.417  0.360
C  3.039  0.374  0.203
C  1.989  -2.885  1.861
C  1.253  -3.850  2.549
C  1.899  -4.968  3.049
C  3.264  -5.125  2.854
C  3.995  -4.166  2.164
C  3.364  -3.038  1.668
H  1.873  0.206  3.396
H  3.476  2.060  3.656
H  4.804  2.830  1.722
H  4.538  1.744  -0.482
H  2.924  -0.107  -0.761
H  0.188  -3.723  2.695
H  1.338  -5.716  3.593
H  3.765  -6.000  3.247
H  5.060  -4.292  2.020
H  3.938  -2.283  1.147
C  -2.784  3.602  -1.348
C  -2.777  2.222  -0.652
N  -1.567  1.469  -1.035
C  -1.503  1.345  -2.504
C  -1.342  2.737  -3.151
N  -1.465  3.760  -2.056
C  -0.328  3.611  -1.082
C  -0.363  2.164  -0.544
H  -2.878  4.428  -0.646
H  -3.563  3.693  -2.102
H  -3.649  1.638  -0.935
H  -2.778  2.337  0.430
H  -2.414  0.853  -2.839
H  -0.657  0.709  -2.758
H  -2.113  2.951  -3.887
H  -0.367  2.878  -3.612
H  -1.423  4.690  -2.469
H  -0.474  4.355  -0.302
H  0.591  3.838  -1.618
H  -0.377  2.160  0.545
H  0.512  1.598  -0.864
N  -5.402  -2.006  -1.679
C  -4.095  -1.928  -1.386
N  -3.379  -3.062  -1.397
O  -3.583  -0.805  -1.129
H  -5.863  -2.877  -1.871
H  -5.964  -1.177  -1.600
H  -3.795  -3.958  -1.583
H  -2.387  -3.027  -1.231

**Total charge**: +2
**⟨S²⟩**: 2.0088
**Spin multiplicity**: 3
**HOMO-LUMO gap (spin up / spin down)**: 0.30063 / 0.24125 Ha
**Energy**: -171598.6915 eV
**Lowest unoccupied orbital energy (spin up / spin down)**: -5.08 / -7.02 eV

=====

What did the sixth record say?
C19H27N4OPPdSe2 | ωB97M-V/def2-TZVPD

Element x y z (Å)
Pd  -1.616  -0.580  -0.141
Se  0.529  -1.736  -0.921
P  1.173  -1.462  1.169
Se  -0.731  -1.001  2.130
C  2.291  -0.060  1.297
C  2.448  0.547  2.543
C  3.348  1.590  2.690
C  4.093  2.024  1.600
C  3.942  1.417  0.360
C  3.039  0.374  0.203
C  1.989  -2.885  1.861
C  1.253  -3.850  2.549
C  1.899  -4.968  3.049
C  3.264  -5.125  2.854
C  3.995  -4.166  2.164
C  3.364  -3.038  1.668
H  1.873  0.206  3.396
H  3.476  2.060  3.656
H  4.804  2.830  1.722
H  4.538  1.744  -0.482
H  2.924  -0.107  -0.761
H  0.188  -3.723  2.695
H  1.338  -5.716  3.593
H  3.765  -6.000  3.247
H  5.060  -4.292  2.020
H  3.938  -2.283  1.147
C  -2.784  3.602  -1.348
C  -2.777  2.222  -0.652
N  -1.567  1.469  -1.035
C  -1.503  1.345  -2.504
C  -1.342  2.737  -3.151
N  -1.465  3.760  -2.056
C  -0.328  3.611  -1.082
C  -0.363  2.164  -0.544
H  -2.878  4.428  -0.646
H  -3.563  3.693  -2.102
H  -3.649  1.638  -0.935
H  -2.778  2.337  0.430
H  -2.414  0.853  -2.839
H  -0.657  0.709  -2.758
H  -2.113  2.951  -3.887
H  -0.367  2.878  -3.612
H  -1.423  4.690  -2.469
H  -0.474  4.355  -0.302
H  0.591  3.838  -1.618
H  -0.377  2.160  0.545
H  0.512  1.598  -0.864
N  -5.402  -2.006  -1.679
C  -4.095  -1.928  -1.386
N  -3.379  -3.062  -1.397
O  -3.583  -0.805  -1.129
H  -5.863  -2.877  -1.871
H  -5.964  -1.177  -1.600
H  -3.795  -3.958  -1.583
H  -2.387  -3.027  -1.231

**Total charge**: +2
**⟨S²⟩**: 2.0088
**Spin multiplicity**: 3
**HOMO-LUMO gap (spin up / spin down)**: 0.30063 / 0.24125 Ha
**Energy**: -171598.6915 eV
**Lowest unoccupied orbital energy (spin up / spin down)**: -5.08 / -7.02 eV

=====

Please write out number 4 again, unchanged.
C20H27NO4 | ωB97M-V/def2-TZVPD

Element x y z (Å)
C  -0.916  3.535  0.424
C  -1.597  2.618  1.586
O  -0.990  1.642  1.752
C  -0.879  0.601  0.805
O  0.004  0.725  -0.354
C  0.476  -0.233  -1.207
C  1.177  0.185  -2.382
O  1.121  -0.759  -3.442
N  1.204  1.459  -2.378
C  1.819  2.432  -3.307
C  2.385  1.575  -4.641
C  3.119  2.622  -5.497
C  3.152  3.924  -5.214
C  2.581  4.364  -4.197
C  1.878  3.695  -3.258
C  -0.074  -1.470  -0.967
C  -0.535  -1.977  0.385
C  0.132  -3.303  0.713
C  -0.256  -4.493  0.227
C  -0.566  -4.324  1.427
C  -0.393  -0.686  1.505
C  -1.507  -1.097  2.590
C  -0.706  -1.743  3.722
C  -1.631  -2.141  4.993
O  -2.455  -3.248  4.407
H  0.195  3.768  0.417
H  -1.131  3.018  -0.642
H  -1.545  4.462  0.299
H  -2.642  2.275  1.315
H  -1.543  3.233  2.463
H  -2.043  0.351  0.328
H  1.166  2.023  -1.498
H  2.136  0.648  -4.803
H  3.466  1.919  -6.463
H  3.592  4.613  -6.014
H  2.639  5.643  -3.913
H  1.603  4.039  -2.269
H  0.319  -2.265  -1.647
H  -1.781  -2.094  0.367
H  0.972  -3.102  1.292
H  0.434  -5.216  -0.267
H  -1.151  -4.481  -0.607
H  -1.854  -4.079  1.561
H  -0.392  -4.797  2.280
H  0.437  -0.893  1.731
H  -2.275  -1.601  2.538
H  -1.726  -0.070  3.066
H  -0.241  -2.622  3.397
H  0.226  -0.991  4.233
H  -2.335  -1.158  5.335
H  -0.967  -2.621  5.789
H  -2.100  -3.903  4.019

**SMILES string**: CCO[C@H]1OC(C(=O)Nc2ccccc2)=C[C@@H](C2CC2)[C@@H]1CCCO
**Energy relative to the best compared isomer or geometry (same formula, charge and spin)**: 2155.0 kJ/mol
**Spin multiplicity**: 1
**HOMO-LUMO gap**: 0.31059 Ha
**Energy**: -30837.9266 eV
**Lowest unoccupied orbital energy**: 0.01 eV

=====

Repeat the fifth record exactly.
C25H42N2O5OsP | ωB97M-V/def2-TZVPD

Element x y z (Å)
Os  -0.184  1.130  0.516
C  0.943  0.889  -0.726
C  1.898  0.606  -1.763
C  2.917  -0.331  -1.567
C  3.821  -0.595  -2.582
C  3.724  0.071  -3.798
C  2.715  1.005  -3.996
C  1.804  1.274  -2.987
H  2.981  -0.839  -0.612
H  4.606  -1.325  -2.426
H  4.432  -0.139  -4.589
H  2.637  1.526  -4.942
H  1.012  1.999  -3.128
C  -2.207  -0.827  -1.726
C  -1.776  -1.358  -0.356
C  -0.515  -2.214  -0.497
C  -2.891  -2.207  0.259
O  -1.570  -0.302  0.542
H  -2.363  -1.639  -2.442
H  -1.437  -0.157  -2.114
H  -3.133  -0.257  -1.629
H  -0.707  -3.084  -1.133
H  -0.177  -2.541  0.487
H  0.284  -1.627  -0.950
H  -3.135  -3.066  -0.373
H  -3.787  -1.596  0.388
H  -2.572  -2.562  1.240
C  2.107  1.051  6.107
C  1.770  1.074  4.623
C  1.402  2.482  4.175
C  2.932  0.530  3.799
O  0.631  0.192  4.511
P  -0.203  -0.071  3.153
O  -0.928  1.183  2.734
O  0.666  -0.625  2.067
O  -1.187  -1.209  3.684
C  -2.155  -1.116  4.749
C  -3.289  -2.031  4.306
C  -1.506  -1.641  6.024
C  -2.674  0.303  4.948
H  2.983  1.672  6.306
H  2.319  0.030  6.428
H  1.267  1.432  6.691
H  2.244  3.157  4.347
H  0.532  2.845  4.725
H  1.147  2.486  3.117
H  3.818  1.147  3.964
H  2.681  0.530  2.740
H  3.154  -0.496  4.097
H  -2.901  -3.030  4.104
H  -3.740  -1.646  3.391
H  -4.053  -2.097  5.083
H  -1.119  -2.648  5.856
H  -2.241  -1.678  6.832
H  -0.679  -0.997  6.321
H  -3.075  0.700  4.017
H  -1.880  0.970  5.283
H  -3.460  0.287  5.707
N  -0.451  2.916  0.392
C  -0.874  4.075  0.102
N  -0.330  5.172  0.712
C  0.891  5.117  1.504
C  2.100  5.511  0.660
C  1.887  6.884  0.022
C  0.576  6.914  -0.762
C  -0.586  6.471  0.124
H  1.002  4.107  1.888
H  0.796  5.802  2.357
H  2.232  4.756  -0.121
H  3.005  5.505  1.275
H  2.731  7.147  -0.621
H  1.845  7.642  0.815
H  0.639  6.225  -1.610
H  0.385  7.915  -1.162
H  -1.511  6.397  -0.444
H  -0.730  7.209  0.927

**Energy relative to the best compared isomer or geometry (same formula, charge and spin)**: 35.8 kJ/mol
**Total charge**: -1
**Spin multiplicity**: 1
**HOMO-LUMO gap**: 0.23823 Ha
**Energy**: -51583.7490 eV
**Lowest unoccupied orbital energy**: 2.81 eV

=====

> Which value of energy does entry 5 give?

-51583.7490 eV